(1)
{
  "formula": "C34H102N19O13P5",
  "method": "ωB97M-V/def2-TZVPD",
  "symbols": ["O", "P", "N", "C", "C", "N", "C", "C", "N", "C", "C", "H", "H", "H", "H", "H", "H", "H", "H", "H", "H", "H", "H", "H", "H", "H", "H", "H", "H", "O", "P", "N", "C", "C", "N", "C", "C", "N", "C", "C", "H", "H", "H", "H", "H", "H", "H", "H", "H", "H", "H", "H", "H", "H", "H", "H", "H", "H", "O", "P", "N", "C", "C", "N", "C", "C", "N", "C", "C", "H", "H", "H", "H", "H", "H", "H", "H", "H", "H", "H", "H", "H", "H", "H", "H", "H", "H", "O", "P", "N", "C", "C", "N", "C", "C", "N", "C", "C", "H", "H", "H", "H", "H", "H", "H", "H", "H", "H", "H", "H", "H", "H", "H", "H", "H", "H", "O", "P", "N", "C", "C", "N", "C", "C", "N", "C", "C", "H", "H", "H", "H", "H", "H", "H", "H", "H", "H", "H", "H", "H", "H", "H", "H", "H", "H", "C", "N", "O", "O", "H", "H", "H", "C", "N", "O", "O", "H", "H", "H", "C", "N", "O", "O", "H", "H", "H", "C", "N", "O", "O", "H", "H", "H"],
  "coordinates": [[5.77, 2.34, 3.87], [5.86, 1.44, 2.68], [5.93, 2.42, 1.32], [5.74, 1.87, -0.02], [5.41, 3.81, 1.46], [4.61, 0.32, 2.78], [4.42, -0.68, 1.78], [3.54, 0.56, 3.69], [7.22, 0.52, 2.42], [7.44, -0.59, 3.33], [8.51, 1.21, 2.07], [6.22, 2.45, -0.80], [4.67, 1.80, -0.25], [6.22, 0.89, -0.02], [4.45, 3.99, 1.00], [6.16, 4.42, 0.94], [5.41, 4.15, 2.49], [3.86, -1.46, 2.34], [3.78, -0.34, 0.93], [5.40, -1.00, 1.40], [3.59, -0.22, 4.50], [3.60, 1.56, 4.14], [2.57, 0.46, 3.20], [7.72, -0.31, 4.35], [6.60, -1.28, 3.51], [8.25, -1.25, 3.03], [8.80, 1.80, 2.97], [8.19, 1.82, 1.23], [9.24, 0.45, 1.77], [-1.32, 6.03, 2.33], [-0.93, 4.57, 2.34], [-1.00, 4.03, 3.92], [-0.67, 4.99, 4.97], [-0.88, 2.67, 4.26], [0.55, 4.47, 1.59], [1.25, 5.61, 1.32], [1.30, 3.18, 1.75], [-1.82, 3.37, 1.61], [-3.21, 3.28, 1.97], [-1.50, 3.23, 0.16], [0.40, 5.10, 5.17], [-1.16, 4.73, 5.96], [-1.18, 5.92, 4.68], [-1.64, 2.43, 5.08], [0.07, 2.27, 4.57], [-1.16, 2.02, 3.42], [2.06, 5.74, 2.06], [1.77, 5.56, 0.35], [0.67, 6.52, 1.30], [0.56, 2.40, 1.86], [1.87, 3.01, 0.82], [2.07, 3.07, 2.57], [-3.64, 2.36, 1.44], [-3.28, 3.07, 3.06], [-3.83, 4.13, 1.60], [-2.09, 2.46, -0.25], [-0.48, 2.88, 0.10], [-1.60, 4.19, -0.36], [-3.77, -2.09, 5.13], [-2.60, -2.61, 4.33], [-1.65, -3.58, 5.28], [-2.39, -4.32, 6.31], [-0.42, -4.21, 4.82], [-1.38, -1.67, 3.63], [-0.66, -0.88, 4.65], [-1.81, -0.91, 2.50], [-3.18, -3.42, 3.03], [-2.35, -4.23, 2.14], [-4.57, -3.81, 3.05], [-2.74, -5.27, 5.90], [-3.16, -3.70, 6.79], [-1.66, -4.50, 7.10], [-0.12, -3.90, 3.83], [-0.52, -5.29, 4.83], [0.38, -4.00, 5.50], [-0.47, -1.50, 5.51], [0.23, -0.55, 4.11], [-1.25, 0.00, 4.88], [-0.97, -0.27, 2.09], [-2.00, -1.52, 1.64], [-2.64, -0.23, 2.61], [-1.41, -3.71, 1.98], [-2.20, -5.29, 2.46], [-2.80, -4.20, 1.16], [-4.76, -4.88, 2.82], [-5.22, -3.27, 2.36], [-4.98, -3.52, 4.07], [-4.13, 0.55, -3.45], [-4.45, -0.83, -2.92], [-3.51, -2.06, -3.62], [-3.64, -2.28, -5.05], [-2.17, -2.23, -3.14], [-6.01, -1.31, -3.22], [-7.05, -0.30, -3.17], [-6.39, -2.70, -3.25], [-4.13, -0.95, -1.33], [-3.36, 0.08, -0.66], [-4.56, -2.01, -0.47], [-3.26, -1.45, -5.68], [-4.70, -2.33, -5.30], [-3.16, -3.24, -5.26], [-1.82, -3.28, -3.15], [-2.13, -1.83, -2.09], [-1.44, -1.72, -3.77], [-7.72, -0.32, -4.05], [-7.68, -0.56, -2.30], [-6.51, 0.62, -3.08], [-5.57, -3.34, -2.96], [-7.23, -2.97, -2.59], [-6.69, -2.96, -4.27], [-3.92, 0.69, 0.07], [-2.48, -0.28, -0.13], [-3.03, 0.82, -1.41], [-3.60, -2.50, -0.09], [-5.16, -2.75, -1.01], [-5.15, -1.57, 0.36], [1.28, 3.07, -5.86], [0.74, 3.12, -4.48], [1.84, 2.86, -3.26], [2.89, 1.87, -3.48], [1.74, 3.29, -1.86], [-0.52, 1.98, -4.37], [-1.18, 1.72, -3.04], [-1.38, 1.68, -5.54], [0.08, 4.58, -3.94], [0.89, 5.75, -3.87], [-1.33, 4.85, -3.64], [3.88, 2.23, -3.14], [3.06, 1.89, -4.57], [2.85, 0.90, -2.97], [2.74, 3.51, -1.46], [1.41, 2.40, -1.30], [1.10, 4.13, -1.64], [-1.42, 0.67, -2.93], [-0.52, 1.99, -2.20], [-2.14, 2.22, -2.97], [-1.54, 0.58, -5.59], [-2.34, 2.23, -5.53], [-0.87, 1.97, -6.49], [1.96, 5.52, -3.94], [0.74, 6.49, -4.69], [0.61, 6.28, -2.96], [-1.46, 5.09, -2.60], [-1.95, 4.05, -4.01], [-1.56, 5.73, -4.26], [1.88, -3.03, -6.53], [1.25, -3.35, -5.23], [1.43, -2.55, -4.34], [0.66, -4.39, -5.16], [1.19, -2.65, -7.25], [2.29, -3.96, -6.94], [2.70, -2.37, -6.40], [2.65, -5.91, -0.16], [3.30, -4.57, -0.36], [3.40, -4.20, -1.50], [3.64, -4.02, 0.65], [1.71, -5.76, 0.40], [3.35, -6.56, 0.42], [2.36, -6.37, -1.13], [-0.89, -5.99, -2.41], [-1.18, -5.31, -1.16], [-0.25, -5.19, -0.38], [-2.28, -4.83, -1.00], [0.05, -5.50, -2.69], [-1.66, -5.81, -3.13], [-0.68, -7.01, -2.21], [1.09, -1.44, -1.45], [0.81, -0.62, -0.18], [-0.06, 0.20, -0.19], [1.49, -0.83, 0.79], [0.68, -0.82, -2.27], [0.75, -2.42, -1.39], [2.19, -1.50, -1.52]],
  "charge": 0,
  "smiles": "CN(C)P(=O)(N(C)C)N(C)C.CN(C)P(=O)(N(C)C)N(C)C.CN(C)P(=O)(N(C)C)N(C)C.CN(C)P(=O)(N(C)C)N(C)C.CN(C)P(=O)(N(C)C)N(C)C.C[N+](=O)[O-].C[N+](=O)[O-].C[N+](=O)[O-].C[N+](=O)[O-]",
  "lumo_energy_ev": -0.67
}


(2)
{
  "formula": "C34H14BF15O2",
  "method": "ωB97M-V/def2-TZVPD",
  "symbols": ["C", "O", "C", "C", "C", "C", "C", "O", "C", "C", "C", "C", "C", "C", "C", "C", "C", "C", "H", "H", "H", "H", "H", "H", "H", "H", "H", "H", "H", "H", "H", "F", "C", "C", "F", "C", "F", "C", "B", "C", "C", "F", "C", "F", "C", "F", "C", "F", "C", "F", "C", "C", "F", "C", "F", "C", "F", "C", "F", "C", "F", "H", "C", "F", "C", "F"],
  "coordinates": [[7.87, 3.71, -1.70], [7.32, 2.43, -1.87], [5.93, 2.38, -1.89], [5.36, 1.11, -2.06], [4.00, 0.94, -2.10], [3.13, 2.03, -1.97], [1.69, 1.92, -2.00], [0.97, 3.10, -1.87], [-0.41, 3.04, -1.89], [-1.10, 1.81, -2.05], [-2.50, 1.81, -2.07], [-3.20, 2.98, -1.94], [-2.53, 4.18, -1.78], [-1.15, 4.21, -1.75], [-0.33, 0.63, -2.19], [1.04, 0.70, -2.16], [3.70, 3.30, -1.80], [5.06, 3.47, -1.76], [8.96, 3.62, -1.70], [7.58, 4.36, -2.52], [7.55, 4.13, -0.74], [6.02, 0.27, -2.16], [3.61, -0.06, -2.23], [-3.02, 0.87, -2.20], [-4.28, 2.97, -1.96], [-3.09, 5.10, -1.67], [-0.63, 5.14, -1.63], [-0.82, -0.31, -2.32], [1.61, -0.20, -2.27], [3.04, 4.14, -1.70], [5.46, 4.46, -1.63], [-7.19, -3.03, 0.01], [-5.91, -2.74, 0.30], [-5.61, -1.95, 1.39], [-6.60, -1.46, 2.16], [-4.29, -1.62, 1.68], [-4.05, -0.77, 2.69], [-3.28, -2.10, 0.87], [-1.73, -1.82, 1.10], [-1.43, -0.92, 2.35], [-1.02, 0.38, 2.14], [-0.88, 0.85, 0.89], [-0.74, 1.19, 3.23], [-0.31, 2.45, 3.04], [-0.90, 0.70, 4.52], [-0.62, 1.48, 5.57], [-1.32, -0.60, 4.72], [-1.46, -1.09, 5.96], [-1.58, -1.42, 3.63], [-1.96, -2.70, 3.83], [-0.86, -3.14, 1.13], [0.46, -2.97, 0.77], [0.92, -1.76, 0.42], [1.32, -4.06, 0.79], [2.61, -3.90, 0.45], [0.85, -5.30, 1.16], [1.68, -6.36, 1.19], [-0.47, -5.46, 1.53], [-0.93, -6.67, 1.90], [-1.33, -4.37, 1.52], [-2.62, -4.55, 1.87], [-1.36, -1.19, 0.15], [-3.58, -2.88, -0.23], [-2.60, -3.29, -1.05], [-4.90, -3.21, -0.51], [-5.19, -3.95, -1.59]],
  "charge": 0,
  "lumo_energy_ev": -2.94
}


(3)
{
  "formula": "C34H18F5N4O10S2Ta",
  "method": "ωB97M-V/def2-TZVPD",
  "symbols": ["Ta", "O", "C", "C", "C", "C", "C", "C", "C", "O", "N", "N", "C", "C", "C", "C", "C", "C", "C", "O", "H", "H", "H", "H", "H", "H", "H", "H", "H", "H", "O", "C", "N", "S", "O", "O", "C", "C", "C", "C", "C", "C", "H", "H", "H", "H", "F", "C", "C", "F", "C", "F", "C", "O", "C", "F", "C", "F", "O", "S", "O", "N", "C", "O", "C", "C", "C", "C", "C", "C", "H", "H", "H", "H"],
  "coordinates": [[0.15, -0.67, -0.22], [-3.01, -0.67, 4.19], [-3.89, -0.90, 3.18], [-5.25, -0.86, 3.49], [-6.17, -1.10, 2.49], [-5.77, -1.36, 1.18], [-4.43, -1.37, 0.86], [-3.47, -1.21, 1.88], [-2.07, -1.30, 1.54], [-1.69, -1.24, 0.27], [-1.14, -1.46, 2.42], [0.07, -1.62, 1.78], [0.95, -2.39, 2.31], [2.03, -2.94, 1.49], [3.15, -3.56, 2.10], [4.07, -4.25, 1.33], [3.88, -4.33, -0.06], [2.77, -3.76, -0.65], [1.83, -3.07, 0.11], [0.74, -2.53, -0.52], [-2.11, -0.88, 3.90], [-5.56, -0.64, 4.50], [-7.21, -1.08, 2.74], [-6.53, -1.54, 0.43], [-4.10, -1.56, -0.15], [0.80, -2.76, 3.32], [3.31, -3.46, 3.17], [4.92, -4.72, 1.81], [4.59, -4.88, -0.66], [2.61, -3.87, -1.72], [2.14, -0.21, -0.34], [2.46, -0.42, -1.58], [1.54, -0.81, -2.40], [2.19, -1.22, -3.88], [1.59, -0.40, -4.89], [2.19, -2.65, -4.00], [3.81, -0.64, -3.44], [4.92, -0.58, -4.24], [6.08, -0.08, -3.67], [6.12, 0.32, -2.33], [4.98, 0.26, -1.54], [3.83, -0.24, -2.11], [4.90, -0.88, -5.29], [6.99, -0.02, -4.25], [7.03, 0.72, -1.91], [5.01, 0.59, -0.51], [-3.91, 1.94, -5.20], [-3.05, 1.69, -4.25], [-2.81, 0.39, -3.85], [-3.43, -0.65, -4.44], [-1.87, 0.15, -2.89], [-1.57, -1.10, -2.49], [-1.20, 1.17, -2.25], [-0.32, 0.84, -1.29], [-1.47, 2.49, -2.63], [-0.83, 3.48, -2.03], [-2.37, 2.73, -3.64], [-2.60, 3.99, -4.03], [-3.73, 2.06, 2.35], [-2.76, 2.60, 1.44], [-3.15, 3.26, 0.23], [-1.74, 1.38, 1.02], [-0.55, 1.61, 1.42], [0.38, 0.73, 1.15], [-0.31, 2.84, 2.21], [0.82, 3.37, 2.80], [0.71, 4.57, 3.49], [-0.51, 5.24, 3.58], [-1.64, 4.71, 2.97], [-1.50, 3.52, 2.30], [1.77, 2.85, 2.75], [1.58, 4.98, 3.99], [-0.58, 6.17, 4.13], [-2.58, 5.25, 3.00]],
  "charge": 0,
  "lumo_energy_ev": -0.80
}


(4)
{
  "formula": "C34H20Cl3N6O3V",
  "method": "ωB97M-V/def2-TZVPD",
  "symbols": ["V", "Cl", "C", "C", "C", "N", "C", "O", "C", "C", "C", "C", "C", "N", "C", "C", "C", "Cl", "N", "C", "O", "C", "C", "C", "C", "C", "N", "H", "H", "H", "H", "H", "H", "H", "H", "H", "H", "Cl", "C", "C", "C", "C", "O", "C", "C", "N", "C", "C", "C", "C", "C", "C", "C", "C", "N", "C", "C", "H", "H", "H", "H", "H", "H", "H", "H", "H", "H"],
  "coordinates": [[-0.01, 0.22, 0.13], [2.09, -3.60, 5.36], [1.11, -2.54, 4.39], [1.74, -1.76, 3.43], [0.99, -0.92, 2.63], [1.43, -0.13, 1.57], [2.69, 0.28, 1.44], [3.69, 0.06, 2.13], [2.84, 1.15, 0.20], [4.11, 1.53, -0.21], [4.25, 2.25, -1.37], [3.12, 2.58, -2.10], [1.89, 2.18, -1.62], [1.73, 1.50, -0.48], [-0.41, -0.84, 2.82], [-1.03, -1.61, 3.78], [-0.26, -2.47, 4.57], [-1.07, -3.45, 5.76], [-1.01, 0.06, 1.94], [-2.16, 0.69, 2.15], [-3.07, 0.45, 2.96], [-2.20, 1.87, 1.24], [-3.26, 2.77, 1.26], [-3.18, 3.94, 0.54], [-2.01, 4.18, -0.17], [-1.01, 3.23, -0.18], [-1.09, 2.06, 0.47], [2.81, -1.81, 3.30], [4.94, 1.21, 0.41], [5.23, 2.55, -1.72], [3.17, 3.12, -3.04], [0.98, 2.39, -2.17], [-2.10, -1.53, 3.94], [-4.11, 2.51, 1.88], [-4.00, 4.65, 0.54], [-1.86, 5.10, -0.73], [-0.10, 3.41, -0.73], [3.28, -6.18, 0.77], [2.64, -4.64, 0.22], [3.48, -3.73, -0.42], [2.99, -2.53, -0.87], [1.64, -2.14, -0.66], [1.22, -1.00, -1.08], [0.81, -3.10, 0.01], [-0.61, -2.84, 0.12], [-1.07, -1.65, 0.01], [-2.45, -1.41, -0.12], [-3.47, -2.06, 0.51], [-4.81, -1.69, 0.22], [-5.09, -0.72, -0.70], [-4.04, -0.03, -1.36], [-4.25, 0.97, -2.34], [-3.16, 1.56, -2.91], [-1.87, 1.22, -2.46], [-1.63, 0.34, -1.52], [-2.72, -0.34, -1.02], [1.32, -4.34, 0.42], [4.52, -3.99, -0.57], [3.64, -1.82, -1.37], [-1.28, -3.69, 0.19], [-3.26, -2.82, 1.25], [-5.61, -2.20, 0.74], [-6.12, -0.46, -0.92], [-5.25, 1.25, -2.62], [-3.26, 2.32, -3.68], [-1.01, 1.74, -2.87], [0.66, -5.05, 0.91]],
  "s_squared": 0.778,
  "spin_multiplicity": 2,
  "charge": -1,
  "lumo_energy_ev": [1.93, 1.96]
}


(5)
{
  "formula": "C34H21AsCl5NNdO2PS4",
  "method": "ωB97M-V/def2-TZVPD",
  "symbols": ["Nd", "S", "As", "S", "S", "S", "O", "C", "O", "C", "C", "C", "C", "C", "C", "C", "C", "C", "N", "H", "H", "H", "H", "H", "H", "Cl", "C", "C", "C", "Cl", "C", "Cl", "C", "Cl", "C", "Cl", "C", "C", "C", "C", "C", "C", "P", "C", "C", "C", "C", "C", "C", "C", "C", "C", "C", "C", "C", "H", "H", "H", "H", "H", "H", "H", "H", "H", "H", "H", "H", "H", "H", "H"],
  "coordinates": [[7.05, -9.31, 18.86], [10.59, -5.91, 20.93], [9.17, -7.17, 19.98], [8.83, -9.07, 21.03], [9.41, -7.89, 17.83], [7.10, -6.48, 19.84], [5.28, -12.97, 17.07], [6.05, -12.17, 17.55], [5.99, -10.88, 17.51], [7.26, -12.69, 18.39], [7.29, -14.05, 18.73], [8.33, -14.47, 19.48], [9.43, -13.61, 19.67], [10.65, -14.00, 20.34], [11.75, -13.14, 20.40], [11.63, -11.83, 19.90], [10.50, -11.46, 19.28], [9.38, -12.30, 19.16], [8.24, -11.82, 18.57], [6.40, -14.71, 18.53], [8.51, -15.51, 19.73], [10.76, -15.07, 20.72], [12.66, -13.52, 20.86], [12.51, -11.14, 19.90], [10.45, -10.47, 18.82], [3.77, -7.31, 19.37], [3.71, -8.78, 20.35], [4.85, -9.58, 20.31], [4.79, -10.65, 21.22], [6.23, -11.66, 21.24], [3.74, -10.90, 22.11], [3.85, -12.09, 23.36], [2.62, -10.08, 22.07], [1.29, -10.35, 23.09], [2.61, -9.04, 21.12], [1.30, -7.93, 21.11], [6.71, -3.71, 14.73], [6.93, -4.05, 16.04], [6.65, -5.36, 16.45], [6.01, -6.21, 15.56], [5.96, -5.89, 14.23], [6.26, -4.61, 13.80], [5.60, -7.88, 16.16], [6.15, -8.82, 14.65], [5.34, -9.45, 13.70], [5.94, -10.09, 12.63], [7.31, -9.93, 12.39], [8.10, -9.35, 13.33], [7.52, -8.86, 14.51], [3.76, -8.05, 16.10], [2.83, -7.07, 15.53], [1.49, -7.29, 15.62], [0.97, -8.44, 16.22], [1.84, -9.34, 16.80], [3.26, -9.15, 16.78], [6.99, -2.75, 14.42], [7.28, -3.25, 16.67], [6.91, -5.74, 17.42], [5.77, -6.62, 13.50], [6.20, -4.35, 12.79], [4.24, -9.48, 13.87], [5.34, -10.68, 11.96], [7.75, -10.52, 11.61], [9.18, -9.31, 13.21], [8.13, -8.39, 15.27], [3.36, -6.24, 15.11], [0.81, -6.65, 15.12], [-0.06, -8.71, 16.32], [1.45, -10.25, 17.30], [3.99, -9.83, 17.18]],
  "s_squared": 3.753,
  "spin_multiplicity": 4,
  "charge": -2,
  "lumo_energy_ev": [3.92, 3.92]
}